No. 1
78
Properties=species:S:1:pos:R:3:forces:R:3 method="wB97M-V/def2-TZVPD" spin_multiplicity=6 molar_mass_da=561.56 gap_ev="4.4999 / 4.6248" total_charge=-1 largest_force_ev_per_a=3.54 energy_ha=-2818.21265
Fe -0.035046 0.252417 0.267917 -0.041 -0.416 0.875
N 1.019838 1.490096 5.429257 0.361 0.194 0.412
N 1.248164 2.869921 -0.850133 -2.395 -0.247 2.592
C -1.732866 -1.256625 -0.086533 0.470 -0.317 0.898
C -2.290378 -0.211716 0.739997 0.088 -0.801 0.761
C -2.171077 -0.644468 2.122268 0.327 -0.169 -0.722
C -2.715201 -0.014244 3.252645 -1.840 -0.795 -0.379
H -3.341138 0.873601 3.126960 0.325 -0.254 0.173
H -1.204532 0.629408 4.127758 1.040 0.597 -0.065
H -2.828524 -0.573034 4.194635 0.238 0.411 -0.490
C -1.390079 -1.851923 2.122278 -0.663 0.456 -0.635
C -0.855828 -2.504216 3.332788 0.275 -0.282 0.616
H -1.582663 -3.159773 3.845628 0.172 0.152 -0.150
H -0.539621 -1.729892 4.046825 -0.084 -0.218 -0.020
H 0.029641 -3.110992 3.086641 -0.236 0.061 0.135
C -1.173577 -2.252674 0.800913 -0.429 1.012 -0.395
C -0.597942 -3.552595 0.376630 0.212 -0.546 -0.162
H 0.278712 -3.866082 0.966110 -0.149 0.198 -0.097
H -0.302378 -3.556440 -0.681560 -0.055 0.014 0.197
H -1.351128 -4.347234 0.507068 0.199 0.057 -0.103
C -3.189908 0.879243 0.296040 -0.368 0.554 -0.214
H -4.269301 0.636788 0.341254 0.313 -0.110 0.067
H -2.979676 1.164031 -0.742374 0.004 0.073 0.165
H -3.035748 1.758108 0.935044 -0.111 0.008 -0.234
C -2.060673 -1.491655 -1.515939 -0.190 -0.099 -0.659
H -1.254662 -2.020000 -2.045810 -0.190 0.124 0.051
H -2.249013 -0.558683 -2.066066 0.027 -0.306 0.158
H -2.967294 -2.114661 -1.608115 0.132 0.108 -0.024
C 2.198335 1.922120 5.868178 0.141 -0.022 -0.621
H 2.338406 1.968858 6.942812 -0.141 -0.266 0.235
C 3.275279 2.356644 5.086930 -0.396 0.073 1.165
H 4.149699 2.699834 5.631605 0.132 -0.018 -0.384
C 3.075108 2.448968 3.709461 -1.170 -0.584 -0.102
H 3.903942 2.760973 3.092132 -0.134 0.137 -0.428
C 1.829659 2.074490 3.217162 0.831 0.230 0.145
H 1.620350 2.098739 2.153275 0.116 0.124 -0.091
C 0.779896 1.564633 4.079219 0.091 -0.004 -0.435
C -0.404151 1.077163 3.523473 0.879 0.694 0.312
H -0.695877 1.500857 2.557098 0.030 -0.216 0.102
C 0.563243 1.739464 -1.146262 0.754 2.678 -1.856
C 0.579738 3.969106 -1.405834 0.484 -1.406 -1.593
H 0.617093 4.929290 -0.915618 0.545 0.206 -0.551
C -0.193044 3.519930 -2.467426 0.031 -0.470 0.876
H -0.810056 3.937525 -3.282203 0.921 0.035 1.005
N -0.177722 2.129765 -2.322315 -0.657 -0.491 1.563
C -0.765994 1.223393 -3.213391 -0.028 0.020 -1.177
C -1.977552 1.532410 -3.882968 0.778 -0.357 -0.080
C -2.262205 0.837419 -5.056913 0.130 -0.415 0.728
H -3.119312 1.137481 -5.651761 -0.089 -0.124 0.127
C -1.507329 -0.259519 -5.458139 0.025 0.267 -0.149
C -1.950790 -0.981694 -6.697939 0.128 -0.093 -0.308
H -1.730190 -2.056720 -6.629001 -0.137 0.289 -0.130
H -1.412471 -0.566377 -7.567933 -0.246 -0.284 0.144
H -3.033927 -0.830830 -6.854927 0.511 -0.204 -0.012
C -0.347897 -0.596717 -4.757701 -0.762 0.298 0.280
H 0.264798 -1.424165 -5.114607 -0.065 0.117 0.172
C 0.039695 0.143648 -3.633027 -0.974 0.328 -1.096
C 1.355877 -0.140829 -3.042563 1.087 -0.701 0.493
H 2.118541 0.606321 -3.291458 -0.210 0.078 0.035
H 1.699032 -1.098359 -3.428197 0.180 -0.147 -0.104
H 1.348614 -0.205279 -1.952274 0.004 0.041 -0.502
C -2.927923 2.610461 -3.464300 -0.381 0.323 -0.177
H -2.496162 3.595700 -3.631337 -0.313 0.029 0.222
H -3.301299 2.539088 -2.435390 0.451 0.012 -0.108
H -3.805981 2.554760 -4.105569 -0.106 -0.035 -0.039
N 5.391131 -2.393485 1.986427 0.202 -0.176 -0.154
C 4.103110 -2.005064 1.757713 -0.419 0.603 0.031
C 3.294499 -1.491838 2.793575 0.078 -0.489 -0.368
C 2.011524 -1.065195 2.498350 -0.097 0.957 -0.424
N 1.545853 -0.907961 1.223149 0.516 -1.721 0.076
C 2.250878 -1.582255 0.268108 -0.012 0.767 0.654
C 3.525828 -2.082571 0.473256 -0.046 -0.220 -0.081
H 5.798394 -2.346391 2.900657 -0.132 0.073 0.057
H 5.970516 -2.760812 1.251117 -0.206 0.092 0.047
H 3.675820 -1.408870 3.815425 -0.268 -0.181 -0.309
H 1.322636 -0.794315 3.308250 0.264 0.463 -0.527
H 1.726223 -1.708485 -0.687263 0.515 0.222 0.284
H 4.088062 -2.508016 -0.363176 -0.269 0.010 0.303



No. 2
15
Properties=species:S:1:pos:R:3:forces:R:3 method="wB97M-V/def2-TZVPD" spin_multiplicity=1 molar_mass_da=133.17 gap_ev="7.6804 / 6.9858" largest_force_ev_per_a=3.22 energy_ha=-759.89063 relative_energy_kcal_mol=116.66
C -0.387949 -1.278162 -0.416776 0.427 -0.433 -0.369
C 0.974581 -1.579277 -1.062721 0.255 0.532 0.111
C 1.530025 0.949773 -0.404433 -2.416 -1.600 0.172
C -1.652932 0.503241 0.632010 -0.546 0.102 0.400
N -0.681049 -0.006806 -0.255885 2.634 1.785 -0.521
O -1.122080 -2.226254 -0.177501 -0.174 -0.307 0.173
O 1.227753 0.370583 -2.927886 -0.416 0.338 -1.006
S 1.893303 -0.117413 -1.734161 -0.009 -0.581 0.959
H 1.629234 -2.025401 -0.313930 0.035 -0.075 0.044
H 0.841737 -2.290054 -1.877856 0.124 0.095 -0.059
H 1.277368 1.975909 -0.600219 0.037 0.195 -0.270
H 1.926404 0.691239 0.561410 0.142 -0.096 0.252
H -1.185684 0.975503 1.502896 -0.105 -0.032 -0.042
H -2.270075 1.241760 0.113157 -0.011 -0.054 0.192
H -2.275062 -0.330010 0.988166 0.023 0.133 -0.036



No. 3
82
Properties=species:S:1:pos:R:3:forces:R:3 method="wB97M-V/def2-TZVPD" spin_multiplicity=2 molar_mass_da=709.60 gap_ev="6.8220 / 7.6736" total_charge=+1 largest_force_ev_per_a=0.86 energy_ha=-3560.38125 relative_energy_kcal_mol=0.00
V 1.312803 0.279474 0.962642 -0.735 -0.437 -0.088
C -0.060850 4.126091 1.587731 -0.002 0.010 0.105
C 0.519375 2.810381 2.005487 0.010 -0.161 -0.238
O 1.020247 2.087361 1.038817 0.110 0.561 0.139
C 0.604529 2.411841 3.316360 0.053 -0.023 0.060
C 1.459759 1.362577 3.734674 -0.125 0.133 -0.003
C 1.898530 1.266544 5.158775 0.002 -0.051 -0.014
N 1.945036 0.541963 2.828353 0.166 -0.103 0.003
N 3.028142 -0.231494 3.183122 -0.093 0.067 -0.070
C 3.531150 -0.733958 2.100894 0.029 -0.055 -0.205
O 3.000794 -0.433062 0.917971 0.306 0.071 0.116
C 4.692879 -1.634509 2.112125 -0.001 0.034 0.120
C 5.330964 -1.963286 0.919622 -0.019 -0.007 0.013
C 6.429002 -2.808148 0.936862 0.008 -0.003 0.000
C 6.887019 -3.328298 2.138812 0.008 -0.009 -0.008
C 6.247520 -3.004503 3.328473 -0.006 0.001 0.004
C 5.152748 -2.158549 3.318808 0.018 -0.002 0.000
H -0.427979 4.072141 0.565328 -0.009 -0.008 -0.004
H 0.712122 4.895598 1.635019 0.011 -0.003 -0.026
H -0.875327 4.421560 2.247415 0.021 -0.002 0.012
H 0.187719 3.057834 4.075592 -0.001 0.009 -0.011
H 1.310114 1.929967 5.786839 -0.002 0.001 0.000
H 2.952550 1.534335 5.238980 0.005 0.006 -0.008
H 1.809426 0.238103 5.506907 0.005 0.001 0.000
H 4.965615 -1.554286 -0.011971 -0.007 0.006 -0.001
H 6.928730 -3.061476 0.011409 -0.001 0.001 0.000
H 7.743170 -3.990018 2.149936 -0.001 0.001 -0.004
H 6.602267 -3.416648 4.263584 -0.002 0.004 0.001
H 4.643432 -1.903697 4.237903 -0.007 0.007 -0.007
O 1.152093 0.011527 -0.995039 0.020 0.026 0.100
P 0.054423 -0.018581 -2.049848 0.058 -0.027 -0.049
C -1.290267 1.103380 -1.587139 -0.068 0.046 -0.050
P -1.960896 0.712807 0.058956 -0.072 -0.127 -0.012
O -0.848575 0.294350 0.979745 0.156 0.195 0.029
C -3.164426 -0.594917 -0.111347 0.077 -0.031 -0.048
C -2.875246 -1.839537 0.442599 0.000 0.011 -0.029
C -3.794830 -2.870513 0.305337 0.027 -0.008 -0.006
C -4.980118 -2.661348 -0.382350 -0.006 0.000 -0.009
C -5.265051 -1.417780 -0.936407 -0.008 -0.021 0.004
C -4.360390 -0.381127 -0.796627 -0.001 0.050 -0.025
C -2.815355 2.180528 0.626587 0.046 0.036 -0.045
C -3.272593 3.180075 -0.228283 -0.012 -0.004 -0.008
C -3.956608 4.272186 0.285755 0.012 0.000 0.006
C -4.181578 4.366449 1.651552 0.003 0.004 0.001
C -3.725389 3.371155 2.507124 -0.023 0.018 0.008
C -3.045592 2.277640 1.998556 0.020 -0.032 0.046
C -0.591798 -1.667794 -2.236978 -0.066 0.055 0.012
C -0.044538 -2.710205 -1.498228 0.029 -0.011 0.025
C -0.559843 -3.991146 -1.641301 -0.005 -0.005 0.012
C -1.611554 -4.222330 -2.512642 -0.008 0.003 0.007
C -2.159231 -3.178317 -3.252852 -0.012 -0.014 0.024
C -1.648719 -1.901597 -3.119927 -0.008 0.028 -0.010
C 0.684115 0.536194 -3.626146 -0.005 -0.033 0.014
C 0.134963 1.591784 -4.347181 -0.031 0.023 0.023
C 0.676307 1.946432 -5.574119 0.005 0.002 -0.003
C 1.764719 1.250785 -6.076687 0.010 -0.008 -0.003
C 2.317810 0.197323 -5.358292 -0.001 0.005 -0.011
C 1.778079 -0.164721 -4.137716 0.017 -0.014 0.008
H -2.078903 1.078482 -2.343284 -0.008 -0.013 0.024
H -0.861816 2.109802 -1.551351 0.006 -0.001 0.002
H -1.944156 -1.998710 0.973003 0.012 -0.003 0.025
H -3.578748 -3.837456 0.739461 0.002 -0.005 0.001
H -5.693142 -3.469115 -0.483855 -0.002 0.001 -0.002
H -6.195409 -1.258300 -1.464631 -0.001 0.006 0.002
H -4.595253 0.594486 -1.209961 0.005 0.005 0.015
H -3.100242 3.121317 -1.296258 0.003 -0.012 -0.006
H -4.311150 5.048304 -0.379036 -0.001 -0.001 0.002
H -4.715710 5.218012 2.051716 0.002 0.001 -0.002
H -3.903619 3.447119 3.571514 -0.004 -0.002 0.000
H -2.682634 1.503662 2.665024 0.001 -0.005 -0.016
H 0.763246 -2.528500 -0.803302 0.007 0.006 -0.007
H -0.140510 -4.800830 -1.059695 0.001 -0.001 0.000
H -2.011848 -5.221974 -2.620009 -0.002 -0.001 0.001
H -2.980417 -3.364945 -3.931598 0.002 0.002 -0.005
H -2.069052 -1.093036 -3.709040 0.009 0.003 0.000
H -0.711257 2.148357 -3.965025 0.000 -0.005 0.002
H 0.248967 2.766407 -6.135058 -0.002 0.000 0.004
H 2.185950 1.528665 -7.033616 0.000 0.002 0.002
H 3.168135 -0.342045 -5.752640 -0.002 -0.001 0.000
H 2.207801 -0.988120 -3.578998 -0.006 0.002 0.004
N 0.345280 -2.603404 1.967738 -0.035 0.026 -0.009
C 0.693098 -1.544746 1.665323 0.113 -0.216 0.065